DFT (ωB97M-V/def2-TZVPD) results for a single C25H29N3O3S molecule.

## Properties
- charge = 0
- E_HOMO (eV) = -7.9
- frontier orbital gap (eV) = 7.4617
- LUMO energy (eV) = -0.44
- energy relative to the best compared isomer or geometry (same formula, charge and spin) (kcal per mole) = 550.96
- SMILES string = CCOCCCNC(=O)[C@@H](c1ccc(C)cc1)N(Cc1cccs1)C(=O)c1ccccn1

Atoms and positions in Å:
C: -6.30031 -1.19171 2.14617
C: -5.33444 -0.34830 1.14273
O: -4.84649 -1.05766 0.07129
C: -4.09986 -0.49006 -0.81431
C: -3.52412 -1.62879 -1.92872
C: -2.85432 -2.67116 -1.01514
N: -1.80535 -2.21891 -0.07998
C: -0.47828 -1.96247 -0.82705
O: -0.13801 -2.39334 -1.87196
C: 0.46892 -1.21396 0.24240
C: 1.85454 -1.60014 0.37401
C: 2.61150 -2.10287 -0.52012
C: 3.95339 -2.53200 -0.57948
C: 4.63272 -1.98345 0.92439
C: 6.00744 -2.28154 0.84438
C: 3.92349 -1.20274 1.61361
C: 2.47226 -0.89332 1.55475
N: 0.23204 0.41956 -0.19304
C: 1.07724 0.67558 -1.14045
C: 2.47745 1.27244 -1.09706
C: 3.79168 0.79139 -1.34076
C: 4.77283 1.23789 -0.65538
C: 4.35627 2.40721 0.29550
S: 2.52224 2.21492 0.55076
C: -0.76432 1.07306 0.26035
O: -1.40560 0.33875 1.09314
C: -0.73009 2.51760 0.04558
C: -0.81837 3.44086 0.98994
C: -1.08672 4.62462 0.83406
C: -0.98896 4.90748 -0.52415
C: -0.94453 4.05706 -1.41881
N: -0.74734 2.78949 -1.39292
H: -5.73251 -1.90974 2.49384
H: -6.59485 -0.59911 3.16683
H: -7.11573 -1.68637 1.41234
H: -6.10017 0.43527 0.66422
H: -4.72083 0.09691 1.75799
H: -3.24816 -0.01030 -0.10515
H: -4.68113 0.40924 -1.12473
H: -4.16015 -1.83040 -2.47287
H: -2.80067 -0.99878 -2.33919
H: -3.46960 -3.08228 -0.47683
H: -2.34052 -3.21450 -1.85926
H: -2.11033 -1.49394 0.62176
H: 0.01072 -1.10571 1.14919
H: 2.17426 -2.86949 -1.36163
H: 4.52589 -3.24900 -1.09931
H: 6.48476 -2.78840 -0.07044
H: 6.18372 -2.88290 1.55324
H: 6.77265 -1.37397 1.04776
H: 4.33344 -0.75521 2.67916
H: 2.14573 -0.50247 2.35533
H: 1.29997 -0.19726 -1.95368
H: 0.60098 1.28862 -1.88932
H: 3.82638 0.04392 -2.25914
H: 5.81255 1.38759 -0.93728
H: 4.92232 2.81836 1.06980
H: -0.98110 3.01993 2.18701
H: -1.21779 5.40274 1.45004
H: -1.24171 6.20202 -0.70119
H: -0.86502 4.44971 -2.54218

Cartesian forces (eV/Å) of the 3 atoms listed first:
C -2.713 3.586 -2.999
C -7.693 -0.410 -2.340
O -3.476 -5.304 3.993

DFT (ωB97M-V/def2-TZVPD) results for 15 unconnected molecules or ions with the total composition C44H125N7O15.

## Properties
- charge = 0
- E_HOMO (eV) = -9.2
- frontier orbital gap (eV) = 9.3784
- LUMO energy (eV) = 0.21
- energy relative to the best compared isomer or geometry (same formula, charge and spin) (kcal per mole) = 164.62

Atoms and positions in Å:
C: -0.11439 6.72993 -6.88428
C: 1.18528 7.34509 -7.48754
C: 1.61049 6.60104 -8.77023
O: 1.45905 5.19760 -8.46621
C: 1.79942 4.36338 -9.55401
N: 0.80709 8.72551 -7.79962
H: 0.06031 5.68224 -6.63948
H: -0.98855 6.81398 -7.52996
H: -0.35470 7.31191 -5.99454
H: 2.03277 7.36204 -6.80228
H: 2.62233 6.83648 -9.10017
H: 0.97902 6.91371 -9.60184
H: 1.11344 4.52353 -10.38581
H: 1.72297 3.33936 -9.18844
H: 2.85188 4.39788 -9.83550
H: 0.69559 9.19153 -6.91053
H: -0.15561 8.72383 -8.10508
C: 4.79024 11.18341 -2.88614
C: 5.98396 10.82122 -2.06830
C: 6.45091 9.37276 -2.32756
O: 5.40116 8.44654 -1.95394
C: 5.55121 8.03590 -0.58050
N: 7.00256 11.77025 -2.39607
H: 4.88262 11.22304 -3.97149
H: 4.50795 12.19595 -2.59771
H: 3.94202 10.53812 -2.65762
H: 5.74756 10.86871 -1.00530
H: 7.42007 9.12236 -1.89614
H: 6.58153 9.30722 -3.40772
H: 6.52969 7.61971 -0.34078
H: 4.90519 7.16514 -0.46856
H: 5.33654 8.83519 0.12883
H: 6.51033 12.60584 -2.11391
H: 6.97015 11.81442 -3.40458
C: -10.47129 4.98756 -0.96576
C: -9.46028 5.84502 -1.76159
C: -8.31233 6.42273 -0.88408
O: -8.74388 7.31902 0.21321
C: -7.73929 7.87777 1.01126
N: -9.06321 5.07060 -2.89536
H: -10.00814 4.05680 -0.63823
H: -11.42269 4.79404 -1.46120
H: -10.75277 5.51704 -0.05553
H: -10.01794 6.69772 -2.14889
H: -7.60429 6.92051 -1.54665
H: -7.82376 5.57929 -0.39625
H: -8.11256 8.44892 1.86129
H: -7.07627 8.47572 0.38599
H: -7.05924 7.12331 1.40678
H: -9.76835 4.47729 -3.30873
H: -8.92131 5.72559 -3.65097
C: 1.40951 -0.30353 2.25078
C: -0.12327 -0.60384 2.21180
C: -0.80976 0.15004 1.04747
O: -0.97167 1.51489 1.47089
C: -1.88179 2.19991 0.63550
N: -0.28773 -2.03647 2.13362
H: 1.61509 0.76078 2.36514
H: 1.88264 -0.68457 1.34575
H: 1.83255 -0.77928 3.13554
H: -0.53887 -0.27620 3.16470
H: -1.68292 -0.45885 0.81306
H: -0.13628 0.19280 0.19149
H: -1.37822 2.16123 -0.33043
H: -1.99720 3.26659 0.82776
H: -2.80495 1.64770 0.45960
H: 0.04193 -2.48334 2.97725
H: -1.25961 -2.27590 1.99858
C: 4.90101 -7.44420 5.35271
C: 4.46868 -7.57526 6.85731
C: 2.98742 -7.83094 7.03796
O: 2.21809 -6.79664 6.51125
C: 0.87018 -6.80393 6.97687
N: 5.25323 -8.59103 7.51192
H: 5.98560 -7.34165 5.38802
H: 4.52058 -6.48281 5.00761
H: 4.43783 -8.23920 4.76829
H: 4.71664 -6.65592 7.38780
H: 2.70514 -7.98820 8.07896
H: 2.71774 -8.73229 6.48755
H: 0.76084 -7.08593 8.02407
H: 0.26782 -7.39090 6.28352
H: 0.32803 -5.86050 6.91283
H: 6.22593 -8.33369 7.59986
H: 4.99773 -8.73315 8.47868
C: -5.18186 -8.08373 -4.57320
C: -4.73243 -9.33855 -3.82641
C: -4.36351 -10.50230 -4.75967
O: -5.45280 -10.87762 -5.54758
C: -5.01283 -11.61418 -6.71333
N: -3.75023 -8.85324 -2.89120
H: -5.12554 -7.15169 -4.01085
H: -6.21337 -8.19049 -4.90888
H: -4.58789 -7.94198 -5.47609
H: -5.57915 -9.76418 -3.28788
H: -4.18875 -11.45524 -4.26021
H: -3.47776 -10.13446 -5.27759
H: -4.31126 -11.06648 -7.34256
H: -5.78621 -11.87914 -7.43427
H: -4.43405 -12.51073 -6.49125
H: -3.44913 -9.56836 -2.24463
H: -4.20298 -8.15527 -2.31852
C: 6.71436 0.36496 -6.15137
C: 6.48477 1.33399 -4.98045
C: 7.70424 1.46995 -3.95069
O: 8.18061 0.23164 -3.25954
C: 7.23909 -0.29235 -2.30940
N: 6.22644 2.66524 -5.46346
H: 7.36910 -0.47143 -5.90673
H: 6.92063 0.88153 -7.08877
H: 5.76424 -0.11204 -6.39188
H: 5.54932 1.09383 -4.47510
H: 7.50763 2.21006 -3.17501
H: 8.55022 1.83416 -4.53357
H: 6.38444 -0.69522 -2.85288
H: 6.91406 0.44401 -1.57440
H: 7.76212 -1.07680 -1.76241
H: 5.34911 2.77276 -5.95215
H: 6.01099 3.18326 -4.62361
C: 7.73546 2.25530 6.41159
C: 8.16187 3.66749 6.86947
O: 7.57959 4.62245 5.94326
H: 8.04962 2.15355 5.37282
H: 6.65011 2.22691 6.50815
H: 8.15652 1.52107 7.09841
H: 9.24250 3.80332 6.91299
H: 7.95069 3.88319 7.91684
H: 7.20543 5.28768 6.52556
C: 0.35102 6.73874 6.11543
C: 0.12232 8.19548 5.61418
O: 0.52256 9.20629 6.55263
H: 1.37558 6.42493 6.31514
H: -0.01322 6.00428 5.39709
H: -0.24768 6.54741 7.00596
H: -0.93004 8.32564 5.36179
H: 0.63753 8.39853 4.67534
H: 0.04260 9.98141 6.25192
C: -7.52303 -6.87786 2.22206
C: -6.29275 -6.27542 2.88002
O: -5.88386 -5.07262 2.21216
H: -7.59129 -6.56847 1.17912
H: -8.44533 -6.58811 2.72555
H: -7.36225 -7.95582 2.20690
H: -5.49454 -7.01763 2.88918
H: -6.54113 -6.03122 3.91287
H: -5.78089 -4.36841 2.85641
C: 3.08983 -7.14697 -2.63900
C: 2.24428 -6.06356 -3.24726
O: 1.15736 -6.66947 -3.94119
H: 3.85355 -6.71118 -1.99486
H: 3.58181 -7.85731 -3.30344
H: 2.46970 -7.68223 -1.91994
H: 2.78007 -5.60237 -4.07692
H: 1.90060 -5.26856 -2.58547
H: 0.48689 -6.84515 -3.27696
C: -0.37337 -13.51985 1.50128
C: 0.10354 -12.35327 2.33991
O: -0.84958 -11.32805 2.26647
H: -0.68755 -13.26389 0.48942
H: -1.21731 -13.94326 2.04588
H: 0.26266 -14.40420 1.53991
H: 0.97889 -11.98445 1.80528
H: 0.42453 -12.56671 3.35948
H: -0.43456 -10.49689 2.50843
C: -5.49068 2.18018 5.26907
C: -6.50374 1.26978 4.55676
O: -6.54991 0.01616 5.23754
H: -5.24522 3.08344 4.71053
H: -4.52869 1.72289 5.50050
H: -5.93661 2.54959 6.19254
H: -6.28321 1.21284 3.49082
H: -7.52214 1.65794 4.57334
H: -7.32866 -0.02118 5.79769
C: -4.95716 -0.52915 -6.39395
C: -4.77486 0.77630 -7.14253
O: -5.95247 1.31375 -7.60187
H: -5.53732 -0.38301 -5.48282
H: -4.00849 -0.95941 -6.07302
H: -5.39306 -1.25406 -7.08141
H: -4.14537 0.68902 -8.02809
H: -4.32992 1.54399 -6.50946
H: -6.52970 1.44916 -6.84684
C: 1.91324 -0.29507 9.84085
C: 2.35178 1.08564 10.30647
O: 1.15223 1.79212 10.55889
H: 1.35932 -0.26188 8.90267
H: 1.25926 -0.79120 10.55797
H: 2.71887 -1.01319 9.68799
H: 2.87750 1.58444 9.49227
H: 2.96288 0.93698 11.19673
H: 1.43765 2.68318 10.77371

Cartesian forces (eV/Å) of the 3 atoms listed first:
C 1.320 -0.560 0.515
C -1.656 -0.114 -0.819
C -0.487 -0.520 0.843

DFT (ωB97M-V/def2-TZVPD) results for 2 unconnected molecules or ions with the total composition C3H7IO.

## Properties
- charge = 0
- E_HOMO (eV) = -8.7
- frontier orbital gap (eV) = 8.9181
- LUMO energy (eV) = 0.19
- energy relative to the best compared isomer or geometry (same formula, charge and spin) (kcal per mole) = 70.70

Atoms and positions in Å:
C: -0.11597 -1.82164 -0.22415
C: -0.44107 1.91531 -0.12728
C: 0.20776 -0.37693 -0.00663
O: -0.62256 0.55020 -0.51051
I: 2.33527 0.17337 -0.15058
H: 0.62908 -2.41962 0.31946
H: -1.06832 -1.95785 0.36047
H: -0.09601 -2.37837 -1.21622
H: 0.60355 2.17304 -0.35136
H: -0.52740 1.99456 0.97069
H: -1.08746 2.52898 -0.84303
H: 0.18313 -0.38106 1.77914

Cartesian forces (eV/Å) of the 3 atoms listed first:
C -0.414 -1.592 0.502
C 0.473 0.237 -1.067
C 0.542 0.892 3.556

DFT (ωB97M-V/def2-TZVPD) results for a molecular structure, C47H42F3FeN3P2Se2.

## Properties
- 2S+1 = 2
- charge = +1
- E_HOMO (alpha / beta) (eV) = -9.9 / -9.9
- frontier orbital gap (alpha / beta) (eV) = 6.0501 / 6.0017
- LUMO energy (alpha / beta) (eV) = -3.87 / -3.92
- energy relative to the best compared isomer or geometry (same formula, charge and spin) (kcal per mole) = 0.00

Atoms and positions in Å:
Fe: -0.72943 0.02682 2.73705
C: -2.51704 2.16865 4.89939
C: -1.56002 1.03243 4.66294
C: -0.16069 1.27865 4.63538
C: 0.34293 2.69475 4.64476
C: 0.74178 0.20086 4.62329
C: 2.21180 0.46460 4.76497
C: 0.25740 -1.12460 4.48650
C: 1.22572 -2.27200 4.43468
C: -1.13836 -1.36830 4.47245
C: -1.64248 -2.78420 4.45113
C: -2.04940 -0.28001 4.52505
C: -3.52995 -0.53257 4.41596
H: -3.33110 1.83824 5.54150
H: -2.96048 2.55651 3.97932
H: -2.01750 2.99685 5.39374
H: 0.36148 3.09467 5.66180
H: -0.29665 3.33374 4.03848
H: 1.34987 2.75714 4.24152
H: 2.38087 1.24731 5.50288
H: 2.65180 0.78217 3.81816
H: 2.74396 -0.42580 5.08261
H: 1.59754 -2.48117 5.44170
H: 2.06545 -2.03097 3.79012
H: 0.76108 -3.17474 4.05206
H: -1.10907 -3.37170 5.19775
H: -1.47820 -3.24098 3.47448
H: -2.70110 -2.83861 4.68090
H: -3.93985 -0.87418 5.36935
H: -3.72998 -1.29514 3.66588
H: -4.06657 0.36398 4.11948
Se: 5.10398 1.42717 -0.92912
P: 3.31759 0.50624 -1.51670
C: 2.47546 1.40408 -2.85610
C: 1.97209 0.74460 -3.97735
C: 1.41846 1.47118 -5.02348
C: 1.33549 2.85367 -4.94454
C: 1.84104 3.51643 -3.83202
C: 2.43101 2.79655 -2.80580
C: 3.40717 -1.19247 -2.14763
C: 2.51135 -2.19735 -1.79751
C: 2.61845 -3.45524 -2.37536
C: 3.62082 -3.71518 -3.29780
C: 4.52169 -2.71637 -3.64474
C: 4.41836 -1.46111 -3.06952
C: 2.18428 0.33421 -0.10500
C: 0.96472 0.78710 0.37575
N: 0.81255 0.20527 1.59719
N: 1.85952 -0.55728 1.84305
N: 2.69757 -0.48060 0.84900
P: -0.37716 1.83274 -0.14067
Se: -1.65255 1.89820 1.63489
C: -1.31399 1.21333 -1.54196
C: -2.50868 0.52195 -1.34777
C: -3.20593 0.04216 -2.44443
C: -2.71457 0.24625 -3.72623
C: -1.52647 0.93868 -3.92003
C: -0.82547 1.43171 -2.83160
C: 0.22796 3.47451 -0.50082
C: -0.52860 4.33211 -1.29701
C: -0.09682 5.63387 -1.49519
C: 1.07691 6.07461 -0.89806
C: 1.82454 5.21952 -0.09820
C: 1.40105 3.91737 0.10713
H: 2.01920 -0.33318 -4.04406
H: 1.05716 0.95431 -5.90351
H: 0.89855 3.41801 -5.75880
H: 1.80695 4.59724 -3.78009
H: 2.90340 3.31118 -1.98060
H: 1.72562 -2.01246 -1.07728
H: 1.91979 -4.23400 -2.09644
H: 3.70642 -4.69836 -3.74226
H: 5.30950 -2.91829 -4.35841
H: 5.13170 -0.68548 -3.32442
H: -2.88273 0.34912 -0.34838
H: -4.13189 -0.49752 -2.29574
H: -3.26235 -0.13297 -4.57944
H: -1.14672 1.10750 -4.91880
H: 0.08296 2.00229 -2.98618
H: -1.43949 3.98489 -1.76840
H: -0.67501 6.30346 -2.11771
H: 1.41266 7.09097 -1.05858
H: 2.74473 5.56274 0.35565
H: 1.99673 3.24230 0.71114
F: -4.15703 -5.11220 -4.26278
C: -2.89831 -5.31753 -3.83354
F: -2.07890 -5.07886 -4.86813
F: -2.79744 -6.62330 -3.53214
C: -2.58117 -4.45387 -2.64339
C: -1.53599 -3.54437 -2.68141
C: -1.27313 -2.75865 -1.57233
C: -2.05060 -2.88074 -0.41806
C: -3.09594 -3.80818 -0.39133
C: -3.36098 -4.58841 -1.50059
C: -1.74096 -2.05438 0.71054
C: -1.37208 -1.27464 1.56355
H: -0.93132 -3.45026 -3.57285
H: -0.46003 -2.04310 -1.59207
H: -3.69734 -3.90803 0.50236
H: -4.17162 -5.30555 -1.48326

Cartesian forces (eV/Å) of the 3 atoms listed first:
Fe 0.371 0.276 0.720
C -0.011 0.057 0.019
C -0.004 0.015 -0.066

DFT (ωB97M-V/def2-TZVPD) results for 3 unconnected molecules or ions with the total composition C7H21NO2.

## Properties
- charge = 0
- E_HOMO (eV) = -8.7
- frontier orbital gap (eV) = 9.0910
- LUMO energy (eV) = 0.43
- energy relative to the best compared isomer or geometry (same formula, charge and spin) (kcal per mole) = 16.78
- SMILES string = CCCN[C@@H](C)CC.O.O

Atoms and positions in Å:
C: 1.67323 -0.72974 2.73176
C: 0.93896 -1.45879 1.54701
C: -0.12115 -0.55337 0.94515
N: 0.48658 0.49967 0.14733
C: -0.46399 1.16602 -0.76481
C: -1.17484 2.39671 -0.18334
C: 0.35319 1.59337 -2.01261
C: 1.06247 0.46118 -2.73860
H: 2.04083 -1.55080 3.39270
H: 2.54596 -0.13959 2.44918
H: 1.00971 -0.15381 3.35225
H: 1.74521 -1.56493 0.82515
H: 0.48137 -2.35548 2.01691
H: -0.79543 -0.09789 1.76795
H: -0.79534 -1.13709 0.36187
H: 0.91926 1.14357 0.81912
H: -1.18546 0.40235 -1.13714
H: -1.39205 2.42640 0.89505
H: -2.12029 2.46570 -0.72597
H: -0.47549 3.25992 -0.28093
H: 1.08751 2.38667 -1.70050
H: -0.35952 2.11908 -2.70619
H: 1.53329 -0.21984 -2.01146
H: 1.89218 0.73226 -3.37476
H: 0.30131 -0.03850 -3.34599
O: -0.17209 -2.29182 -1.74006
H: -1.01211 -1.92004 -1.45858
H: 0.45347 -2.04923 -1.04924
O: -2.49486 -1.80102 1.24962
H: -2.81773 -1.52382 2.11239
H: -3.14418 -1.46711 0.61676

Cartesian forces (eV/Å) of the 3 atoms listed first:
C 0.351 -1.807 0.247
C 0.185 1.585 1.855
C -0.306 0.975 1.249

DFT (ωB97M-V/def2-TZVPD) results for 2 unconnected molecules or ions with the total composition C9H17N5O.

## Properties
- charge = +2
- E_HOMO (alpha / beta) (eV) = -14.6 / -14.6
- frontier orbital gap (alpha / beta) (eV) = 8.1403 / 8.1408
- LUMO energy (alpha / beta) (eV) = -6.42 / -6.42
- energy relative to the best compared isomer or geometry (same formula, charge and spin) (kcal per mole) = 15.59

Atoms and positions in Å:
C: -1.29766 -3.04209 -3.18591
C: -1.16821 -2.93187 -4.56479
C: 0.05790 -1.33247 -3.59031
C: 0.86864 -0.25202 -3.37069
C: 1.11166 0.15775 -2.05374
C: 0.64381 -0.61413 -1.04730
C: -0.38692 -0.01473 3.15032
C: 0.71066 -0.45997 0.41613
C: 0.27224 0.90261 0.86954
N: -0.49671 -2.07639 -2.61112
N: -0.39020 -1.83500 -4.83446
N: -0.20843 -1.89469 -1.37322
N: -1.78273 -3.63343 -5.49231
N: 0.66244 3.13832 3.73122
O: 0.29966 0.92995 2.31768
H: -1.82193 -3.61678 -2.50460
H: 1.30876 0.27577 -4.26795
H: 1.62457 1.01981 -1.84466
H: 0.15704 0.06793 3.99382
H: -0.42666 -1.13491 2.68939
H: -1.43820 0.09462 3.34969
H: 1.68634 -0.80971 0.68054
H: 0.20245 -1.22451 0.91581
H: 0.96889 1.61003 0.52127
H: -0.68670 1.24598 0.61193
H: -0.42908 -1.46185 -5.77216
H: 0.34812 2.19778 3.19908
H: -2.53709 -4.22738 -5.12306
H: -1.75942 -3.26283 -6.45373
H: 1.22977 3.61599 2.99735
H: 1.42159 2.90831 4.36183
H: 0.07058 3.85278 4.04812

Cartesian forces (eV/Å) of the 3 atoms listed first:
C 1.187 0.737 -0.011
C -0.271 1.116 1.704
C 0.655 1.574 -3.074

Look up the charge of the sixth one.
+2